(1)
# C14H26O9

A cluster of 4 separate species, C14H26O9 in total in a non-equilibrium geometry (ωB97M-V with the def2-TZVPD basis set, the OMol25 dataset).

```
49
Properties=species:S:1:pos:R:3:forces:R:3:nbo_charge:R:1
C 1.77884 -3.26871 4.29767 -1.12 -0.36 0.49 -0.259
O 1.89851 -2.00525 3.66790 0.61 -0.57 -0.81 -0.499
C 1.71105 -0.92341 4.38746 -0.43 0.62 -0.01 0.983
O 1.44707 -0.88184 5.55245 0.00 -0.11 0.67 -0.637
O 1.78755 0.12135 3.55772 0.36 -0.06 0.08 -0.502
C 1.34442 1.37775 4.06495 -0.94 0.14 0.01 -0.265
H 0.75220 -3.41275 4.65081 -0.01 0.16 -0.06 0.186
H 2.39240 -3.39905 5.18564 0.46 0.16 -0.27 0.202
H 1.93884 -4.00798 3.52096 0.42 -0.01 0.07 0.199
H 2.15000 2.07650 4.27279 0.24 -0.20 -0.23 0.194
H 0.75101 1.25914 4.97233 0.17 -0.17 -0.01 0.209
H 0.67707 1.74318 3.28419 0.22 0.38 0.05 0.193
C -2.76516 -3.88070 -2.30072 -0.53 -0.80 0.82 -0.262
O -2.76542 -2.64516 -2.98778 -0.12 0.22 0.53 -0.490
C -2.42559 -2.74064 -4.25646 0.05 0.45 -0.95 0.981
O -2.22291 -3.74971 -4.85769 0.26 -1.18 -0.16 -0.638
O -2.36259 -1.53116 -4.79724 -0.50 0.83 0.64 -0.490
C -1.87048 -1.47127 -6.11214 0.51 0.11 -1.38 -0.264
H -3.44439 -4.63345 -2.70567 0.05 0.28 -0.49 0.200
H -3.15270 -3.67178 -1.30479 0.26 0.16 0.04 0.187
H -1.77742 -4.33568 -2.24207 0.10 0.22 -0.07 0.193
H -2.20538 -2.30861 -6.72546 0.28 -0.22 0.33 0.205
H -0.78102 -1.38740 -6.08264 -0.07 -0.36 -0.07 0.187
H -2.21492 -0.59286 -6.66136 -0.32 0.24 0.75 0.196
C 1.36498 3.58110 -0.09887 -0.74 0.31 -0.08 -0.431
C 1.54248 4.93908 0.58618 0.07 -0.19 0.17 -0.428
C 1.19719 5.93434 -0.53349 0.69 -0.68 0.56 -0.070
O 1.53738 5.23957 -1.74363 -0.32 0.34 0.34 -0.540
C 1.98912 3.91305 -1.42264 0.58 0.45 -0.53 -0.063
H 0.31153 3.36713 -0.30575 -0.02 -0.08 0.38 0.206
H 1.80958 2.75601 0.44989 0.09 -0.09 -0.16 0.225
H 2.60128 5.02784 0.84573 0.01 0.13 0.00 0.194
H 0.98850 5.05970 1.51773 -0.21 0.08 -0.16 0.211
H 1.81533 6.82547 -0.42695 -0.10 0.19 -0.21 0.174
H 0.14404 6.21068 -0.49718 -0.11 -0.02 -0.31 0.169
H 3.08140 3.93183 -1.29928 0.00 -0.11 -0.26 0.152
H 1.71348 3.32345 -2.29396 0.05 -0.38 0.26 0.200
O 0.87462 0.32120 -0.68536 0.03 0.25 0.02 -0.559
C 0.01122 -0.30799 -0.15569 0.40 -0.49 0.17 0.795
O -1.30206 -0.05559 -0.34947 -0.42 0.68 -0.36 -0.488
C -2.14124 -1.06846 0.18158 -0.09 -1.06 0.37 -0.071
C -1.18927 -2.20591 0.56568 -0.65 -0.83 0.71 -0.432
C 0.10978 -1.47221 0.79687 0.41 -0.45 0.87 -0.545
H -2.88559 -1.36238 -0.55652 0.17 0.16 -0.22 0.199
H -2.69380 -0.77685 1.07945 0.23 0.66 -0.11 0.176
H -1.16351 -3.02076 -0.15955 0.38 0.40 -0.40 0.210
H -1.53393 -2.71618 1.47025 -0.03 0.21 0.05 0.213
H 1.00977 -2.08526 0.83016 0.08 0.15 -0.95 0.251
H 0.16673 -1.08936 1.82398 -0.45 0.41 -0.15 0.246
```
Forces are in eV/Å.

The orbital gap is 9.631 eV. The SMILES is COC(=O)OC.COC(=O)OC.O=C1CCCO1.C1CCOC1. The molecular weight comes out at 338.4 g mol⁻¹. As for the total charge: 0. For the highest occupied orbital energy, the calculation gives -9.19 eV.

(2)
# C14H26O9S

A cluster of 3 separate species, C14H26O9S in total in a non-equilibrium geometry (ωB97M-V with the def2-TZVPD basis set, the OMol25 dataset).

```
50
Properties=species:S:1:pos:R:3:forces:R:3:nbo_charge:R:1
C 0.31937 -2.39393 1.21622 0.26 0.70 -0.53 -0.746
C -0.99680 -1.52411 0.70120 -5.24 -0.12 2.36 0.799
O -2.21823 -1.61559 1.23921 7.95 0.43 -3.44 -0.560
O -0.82149 -0.58222 -0.42321 -1.04 -3.44 0.66 -0.558
C -1.21542 -1.37655 -1.63130 1.85 -0.56 -0.14 -0.124
C -0.28301 -0.75040 -2.86968 -2.08 1.63 2.29 0.303
O -1.11125 0.28218 -3.51190 2.21 -0.29 1.57 -0.713
O 0.95295 -0.25800 -2.24356 -0.07 -0.64 -3.70 -0.531
C 2.06426 -0.14757 -3.20244 5.89 -5.36 1.42 0.568
O 3.07793 -1.04149 -3.03866 -7.06 6.63 -1.12 -0.488
S -0.05543 -2.13309 -4.11187 2.80 -4.16 -5.93 1.886
C -1.70392 -3.09989 -4.11841 -1.52 -0.75 1.25 -0.844
O 1.03096 -3.17402 -3.74703 -3.73 3.74 0.10 -0.863
O 0.12517 -1.64618 -5.58876 -0.93 -0.59 5.47 -0.871
H 0.40717 -2.31680 2.38132 -0.53 -0.28 -2.30 0.266
H 0.23230 -3.51085 0.85755 -0.10 2.28 0.85 0.261
H 1.32731 -1.96845 0.76389 -2.34 -0.71 0.75 0.257
H -0.82081 -2.49066 -1.49364 -1.07 2.23 -0.16 0.209
H -2.36168 -1.32201 -1.86502 2.35 0.02 0.46 0.240
H -1.00803 1.10280 -2.93388 -0.15 -1.48 -0.95 0.502
H 2.12442 0.68674 -4.02691 -0.63 -1.56 1.80 0.214
H -1.69698 -3.95159 -4.94339 0.47 2.28 1.52 0.292
H -2.63662 -2.38937 -4.22801 2.10 -1.25 -0.08 0.256
H -1.85591 -3.67413 -3.08417 0.63 1.36 -2.19 0.244
C 4.87962 4.42563 -1.44015 0.20 0.62 0.10 -0.432
C 4.55137 3.20194 -0.62433 0.30 -0.56 0.21 -0.433
C 3.06887 3.03910 -0.87986 -0.43 0.00 0.09 -0.069
O 2.81520 3.54791 -2.19664 0.24 -0.03 0.13 -0.545
C 3.98076 4.25339 -2.64499 -0.10 -0.08 -0.45 -0.068
H 5.93683 4.50661 -1.70517 -0.14 0.00 0.00 0.221
H 4.59412 5.32818 -0.88678 0.07 -0.07 -0.09 0.202
H 5.09585 2.33608 -1.01918 -0.06 0.07 0.09 0.206
H 4.79286 3.30291 0.43680 -0.06 -0.03 -0.12 0.220
H 2.47646 3.63012 -0.17338 0.01 -0.07 0.08 0.166
H 2.74518 1.99600 -0.81956 -0.05 0.10 -0.07 0.183
H 4.46396 3.64374 -3.41627 0.07 0.09 -0.02 0.166
H 3.68590 5.20825 -3.08882 -0.09 -0.14 0.02 0.185
C -4.13362 -0.00533 5.79019 -0.05 0.52 0.39 -0.431
C -3.88492 -0.31227 4.33600 -0.32 -0.07 -0.55 -0.429
C -2.59380 -1.09917 4.39460 0.41 -0.29 -0.13 -0.075
O -2.58401 -1.78970 5.65166 -0.27 0.29 0.03 -0.540
C -3.63940 -1.26424 6.46853 0.06 -0.42 0.18 -0.068
H -5.17813 0.22040 6.01937 0.12 -0.04 0.01 0.216
H -3.52155 0.85050 6.09882 -0.10 -0.07 0.01 0.199
H -4.69117 -0.94566 3.94760 0.11 0.08 -0.02 0.202
H -3.81431 0.57700 3.70454 0.01 -0.13 0.05 0.219
H -1.72264 -0.43593 4.37088 0.02 0.07 -0.10 0.156
H -2.50527 -1.82086 3.57741 0.03 0.09 0.22 0.206
H -4.42885 -2.02181 6.52217 -0.05 0.05 0.09 0.163
H -3.26556 -1.07764 7.47903 0.05 -0.10 -0.09 0.181
```
Forces are in eV/Å.

The orbital gap is 9.052 eV. The SMILES is CC(=O)OC[C@@](O)(OC=O)S(C)(=O)=O.C1CCOC1.C1CCOC1. The molecular weight comes out at 370.4 g mol⁻¹. As for the total charge: 0. For the highest occupied orbital energy, the calculation gives -9.30 eV.

(3)
# C14H27BClNO9S2

A cluster of 3 separate species, C14H27BClNO9S2 in total in a non-equilibrium geometry (ωB97M-V with the def2-TZVPD basis set, the OMol25 dataset).

```
55
Properties=species:S:1:pos:R:3:forces:R:3:nbo_charge:R:1
C -3.10662 -4.00795 4.52269 0.54 0.23 -0.27 -0.718
C -3.47720 -3.07088 3.41731 -0.75 -0.82 -1.11 0.798
O -4.22088 -3.40320 2.51217 0.48 0.64 0.82 -0.598
O -2.89597 -1.86014 3.48840 -0.38 0.03 0.67 -0.508
C -3.66417 -0.80968 2.89580 0.49 0.32 -0.37 -0.059
C -3.23570 -0.49818 1.45797 -0.17 0.01 0.06 -0.554
C -2.69931 0.89903 1.36454 -1.07 1.13 -0.35 0.816
O -3.43620 1.84388 1.18428 1.01 -0.97 0.42 -0.531
O -1.35551 1.08653 1.58375 -0.36 0.34 -0.37 -0.544
C -0.48960 0.81330 0.49023 0.59 0.22 0.79 -0.200
Cl -1.25062 1.04678 -1.11160 -0.06 -0.11 -0.15 -0.061
B 0.79170 1.77029 0.49994 -0.11 -0.20 -0.39 1.052
N 2.02685 1.25878 -0.09619 -0.15 0.41 0.41 -1.157
O 0.64332 2.99777 1.03876 -0.29 -0.09 0.33 -0.846
H -2.40897 -4.72256 4.10626 0.23 -0.26 -0.05 0.243
H -2.63220 -3.50025 5.34525 0.09 0.15 0.30 0.229
H -3.97240 -4.56028 4.84058 -0.40 -0.10 0.10 0.245
H -3.51630 0.06627 3.50924 0.19 0.12 0.38 0.198
H -4.71263 -1.05095 2.93631 -0.30 -0.28 -0.06 0.206
H -4.12011 -0.52401 0.84523 -0.24 -0.06 -0.40 0.246
H -2.54783 -1.24802 1.09715 0.30 -0.17 -0.02 0.239
H -0.13427 -0.20433 0.57110 -0.24 -0.50 -0.37 0.203
H 2.25034 1.77953 -0.93577 0.05 -0.19 -0.33 0.390
H 2.78786 1.47919 0.54975 0.05 -0.19 -0.18 0.404
H 1.47073 3.47657 1.01268 0.27 0.33 0.00 0.493
C 6.88799 0.22551 3.42567 -0.10 -0.05 0.00 -0.407
C 6.27694 -1.17930 3.33110 0.03 0.06 -0.04 -0.402
C 4.93673 -1.04863 2.59469 0.11 -0.21 0.26 -0.677
S 5.10049 0.37724 1.51476 0.40 -0.26 0.08 2.173
O 4.17998 1.40121 1.96300 0.03 0.03 -0.09 -0.968
O 5.13204 -0.04965 0.14318 -0.19 0.19 -0.08 -0.925
C 6.74985 0.83470 2.03322 0.18 0.05 0.30 -0.672
H 7.92827 0.19483 3.74427 0.01 0.01 0.00 0.229
H 6.33160 0.82369 4.15013 0.01 0.03 -0.01 0.216
H 6.94597 -1.82970 2.76513 0.00 0.01 -0.02 0.212
H 6.13980 -1.62710 4.31356 -0.01 -0.01 0.01 0.228
H 4.71086 -1.91984 1.98638 -0.10 0.07 -0.10 0.258
H 4.11489 -0.85078 3.27976 -0.03 0.09 -0.05 0.249
H 6.84605 1.91759 2.01808 -0.10 0.01 -0.10 0.257
H 7.44792 0.38442 1.32906 -0.04 -0.01 -0.06 0.243
C -3.35684 1.65540 -4.70873 -0.03 -0.01 -0.09 -0.408
C -4.35725 0.98185 -5.65802 0.06 -0.01 0.03 -0.401
C -3.60284 0.63592 -6.94868 -0.35 0.06 0.09 -0.678
S -1.88538 0.39024 -6.47385 -0.13 -0.07 0.14 2.172
O -1.08722 1.42027 -7.08798 0.08 -0.06 -0.06 -0.944
O -1.54099 -1.00106 -6.61177 0.14 0.04 -0.10 -0.941
C -2.10244 0.78837 -4.74281 -0.14 0.16 0.23 -0.676
H -3.75222 1.74248 -3.69792 0.01 0.01 0.01 0.230
H -3.12418 2.66018 -5.06717 0.03 0.01 0.02 0.215
H -4.73748 0.06832 -5.19724 0.02 -0.01 0.01 0.209
H -5.21207 1.62352 -5.86511 -0.01 0.00 -0.01 0.224
H -3.96934 -0.27539 -7.41301 0.11 -0.03 -0.07 0.251
H -3.63057 1.45357 -7.66574 0.11 0.01 -0.01 0.246
H -1.21269 1.29254 -4.37359 0.09 -0.06 -0.10 0.258
H -2.25217 -0.14788 -4.20621 0.04 -0.04 -0.03 0.242
```
Forces are in eV/Å.

The orbital gap is 10.139 eV. The SMILES is CC(=O)OCCC(=O)O[C@@H](Cl)B(N)O.O=S1(=O)CCCC1.O=S1(=O)CCCC1. The molecular weight comes out at 463.8 g mol⁻¹. As for the total charge: 0. For the highest occupied orbital energy, the calculation gives -9.75 eV.

> Which formula does entry 2 have?

C14H26O9S

> Which value of molecular weight does entry 1 give?

338.4 g mol⁻¹

> Which of these has the highest molecular weight?

C14H27BClNO9S2